[1]
Entry from OMol25: C2H3FOPm as an isolated structure (ωB97M-V with the def2-TZVPD basis set).

Geometry as XYZ:
```
8
Properties=species:S:1:pos:R:3:forces:R:3:lowdin_charge:R:1
Pm -2.174 1.186 0.779 0.107 -0.002 0.094 1.90
F -0.662 0.374 2.717 -0.312 -0.033 -0.129 -0.13
O -0.010 2.253 1.077 0.280 -0.304 0.589 -0.12
C 0.611 0.926 2.925 0.728 0.312 3.404 -0.10
C 0.833 1.983 1.938 0.077 0.662 -0.711 -0.12
H 1.792 2.524 1.980 -0.182 -0.035 -0.064 0.18
H 0.726 1.312 4.081 -0.582 -0.599 -2.813 0.23
H 1.370 0.134 2.896 -0.117 -0.002 -0.370 0.16
```
Forces are in eV/Å.

Properties
LUMO (spin up / spin down): -0.348 / -0.342 Eh
spin multiplicity: 6
frontier orbital gap (spin up / spin down): 7.99 / 11.08 eV
total charge: +2
⟨S²⟩: 8.755


[2]
Entry from OMol25: a 2-piece molecular cluster, FHOS overall (ωB97M-V with the def2-TZVPD basis set).

Geometry as XYZ:
```
4
Properties=species:S:1:pos:R:3:forces:R:3:lowdin_charge:R:1
S 0.758 0.542 0.195 -0.085 -2.594 2.621 0.94
F 0.489 -0.955 1.902 0.412 2.333 -2.964 -0.53
O -0.580 0.445 -0.601 -1.213 -0.081 -1.622 -0.52
H -0.667 -0.032 -1.496 0.886 0.342 1.964 0.12
```
Forces are in eV/Å.

Properties
LUMO: -0.089 Eh
frontier orbital gap: 7.91 eV


[3]
Entry from OMol25: a 2-piece molecular cluster, C4H10O overall (ωB97M-V with the def2-TZVPD basis set).

Geometry as XYZ:
```
15
Properties=species:S:1:pos:R:3:forces:R:3:lowdin_charge:R:1
O -0.583 2.056 0.337 1.569 -0.745 -0.645 -0.11
C -0.183 -0.402 1.910 -0.655 -0.461 -0.482 -0.11
C 0.635 -0.111 -0.473 -1.677 0.872 -1.128 -0.21
C 0.252 0.224 -1.925 -0.266 -0.123 -0.016 -0.11
C -0.475 -0.672 0.415 1.298 0.344 0.646 -0.27
H -1.106 -0.543 2.479 0.147 -0.219 0.066 0.08
H 0.048 0.648 1.999 0.279 0.206 0.174 0.04
H -0.716 -1.709 0.194 -0.063 -0.063 -0.051 0.11
H 0.216 -0.633 -2.604 0.074 -0.203 0.263 0.08
H 1.640 -0.526 -0.472 0.131 0.170 0.732 0.12
H 0.603 -1.013 2.330 0.240 -0.186 0.110 0.07
H 0.646 1.010 -0.092 -0.267 0.900 0.703 0.10
H 0.995 0.908 -2.329 0.059 0.055 -0.106 0.07
H -1.250 0.033 0.209 -1.122 -0.374 -0.403 0.07
H -0.720 0.730 -1.976 0.253 -0.172 0.137 0.08
```
Forces are in eV/Å.

Properties
LUMO: -0.116 Eh
frontier orbital gap: 7.94 eV


[4]
Entry from OMol25: C4H10SSi2 in the gas phase (ωB97M-V with the def2-TZVPD basis set).

Geometry as XYZ:
```
17
Properties=species:S:1:pos:R:3:forces:R:3:lowdin_charge:R:1
S 0.040 1.387 -0.757 0.206 -0.784 -0.090 0.89
Si -3.860 -0.512 0.270 -0.391 0.541 0.510 0.59
Si 3.935 -0.433 0.382 -0.717 -0.530 -1.114 0.61
C 1.412 0.281 -0.404 0.299 0.948 0.579 -0.53
C -2.596 0.625 -0.409 2.053 -0.378 -0.502 -0.39
C -1.284 0.231 -0.498 -1.835 3.648 -0.308 -0.51
C 2.659 0.785 -0.155 -2.696 -0.227 -1.060 -0.39
H 3.320 -1.798 -0.110 1.084 1.112 0.027 -0.04
H -0.840 -0.705 -0.393 -0.227 -1.852 0.440 0.02
H 3.776 -0.609 1.783 0.331 0.028 1.321 -0.11
H -3.287 -1.002 1.558 -0.308 -0.311 -0.246 -0.07
H -4.318 -1.553 -0.656 0.000 -0.301 0.016 -0.09
H -4.988 0.417 0.564 -0.055 -0.364 0.074 -0.08
H -2.934 1.674 -0.582 0.802 -0.806 0.129 0.06
H 2.631 1.881 -0.324 0.851 -0.663 0.387 0.05
H 1.044 -0.760 -0.283 0.863 0.574 -0.166 0.05
H 5.290 0.091 0.015 -0.260 -0.635 0.003 -0.07
```
Forces are in eV/Å.

Properties
LUMO: 0.029 Eh
SMILES: [SiH3]/C=C/S/C=C/[SiH3]
frontier orbital gap: 9.00 eV


[5]
Entry from OMol25: a 2-piece molecular cluster, C5H9NO overall (ωB97M-V with the def2-TZVPD basis set).

Geometry as XYZ:
```
16
Properties=species:S:1:pos:R:3:forces:R:3:lowdin_charge:R:1
O 0.433 -1.661 -2.218 0.129 0.236 0.419 -0.07
N 0.930 0.183 0.283 0.139 0.193 -0.174 0.02
C -1.150 0.807 0.555 -0.421 0.254 -0.007 -0.06
C -0.246 -0.156 0.900 0.088 -0.108 -0.039 -0.34
C -0.301 -1.372 1.763 -0.176 0.290 0.200 -0.03
C -0.505 1.759 -0.287 -0.130 -0.019 -0.054 -0.10
C 0.787 1.348 -0.439 0.148 -0.353 0.249 -0.14
H 0.474 -2.048 1.433 0.180 -0.443 -0.010 0.07
H 0.390 -0.899 -1.610 -0.144 -0.344 -0.485 0.00
H 1.763 -0.377 0.259 0.068 -0.081 0.222 0.15
H -2.183 0.862 0.862 0.048 -0.121 0.059 0.10
H -1.259 -1.890 1.719 0.028 0.095 -0.134 0.08
H 1.656 1.742 -0.929 -0.080 0.241 -0.261 0.11
H -0.014 -1.393 -3.024 -0.038 0.128 0.057 0.03
H -0.110 -1.129 2.812 0.012 0.006 -0.084 0.08
H -0.978 2.619 -0.733 0.150 0.028 0.043 0.09
```
Forces are in eV/Å.

Properties
LUMO: 0.035 Eh
SMILES: Cc1ccc[nH]1.O
frontier orbital gap: 9.27 eV


[6]
Entry from OMol25: C19H26AsF6N2NaO9S3 as an isolated structure (ωB97M-V with the def2-TZVPD basis set).

Geometry as XYZ:
```
67
Properties=species:S:1:pos:R:3:forces:R:3:lowdin_charge:R:1
As 0.285 -0.370 1.892 0.674 0.038 1.778 1.33
S -2.927 0.681 -0.684 -2.319 2.100 0.688 0.58
S -2.360 0.000 -3.122 -1.710 -0.272 -1.789 0.59
S 2.010 1.773 -1.626 0.597 2.626 -1.176 0.96
Na -0.416 -0.839 -0.843 2.363 -0.118 0.708 0.07
F -3.108 3.357 -0.304 0.345 -0.064 -0.190 0.12
F -5.016 2.386 -0.463 0.015 -0.322 -0.201 0.11
F -4.127 -2.056 -2.745 0.273 0.131 0.272 0.14
F -3.871 2.215 1.343 0.248 -0.487 -0.074 0.12
F -5.014 -0.316 -3.647 0.191 0.311 0.153 0.11
F -3.732 -1.594 -4.796 0.347 0.096 -0.066 0.10
O -0.656 -4.564 1.079 0.016 -0.431 0.249 -0.02
O -1.537 -0.936 -2.438 -0.373 -0.646 -1.064 -0.28
O 1.741 1.430 -0.225 -0.326 -0.530 1.508 -0.54
O 1.606 -0.306 -2.336 -0.586 -0.787 -0.337 -0.17
O -3.855 -0.352 -0.381 -0.193 -0.611 0.203 -0.24
O -0.978 -2.462 0.367 -0.582 -0.484 0.347 -0.09
O -1.957 0.499 -4.398 0.017 0.297 0.041 -0.26
O 3.787 -0.675 -2.647 0.443 -0.137 -0.109 -0.01
O -1.642 0.705 -0.082 0.348 0.534 0.548 -0.33
N 1.321 -2.414 -0.865 0.097 -0.233 0.023 0.17
N -2.944 1.129 -2.204 0.390 -0.131 -0.066 -0.27
C -1.028 -1.199 3.139 0.041 -0.049 0.200 -0.42
C 0.752 1.162 3.128 0.022 -0.147 -0.235 -0.43
C 2.511 -2.257 -1.415 0.427 0.076 -0.039 -0.16
C -3.889 -1.048 -3.576 -0.244 -0.148 -0.276 -0.63
C -0.328 -3.522 0.499 0.180 -0.170 0.008 -0.66
C -3.769 2.237 0.006 -0.105 0.244 -0.081 -0.64
C 2.227 -1.606 3.920 -0.141 0.138 -0.185 -0.18
C 2.670 -0.968 -2.212 -0.016 -0.119 -0.162 -0.65
C 1.080 -3.479 -0.124 -0.049 -0.456 0.221 -0.19
C 0.463 3.495 -3.064 -0.084 0.126 0.160 -0.24
C 3.543 -3.175 -1.240 -0.072 0.162 -0.095 -0.02
C 2.335 3.678 -1.538 -0.168 -0.579 -0.076 -0.29
C 1.818 -1.530 2.454 -0.008 0.013 -0.220 -0.40
C -2.458 -0.772 2.856 0.067 0.046 -0.129 -0.18
C 2.052 -4.451 0.115 -0.202 -0.056 0.025 -0.02
C 0.387 2.127 -2.425 0.442 -0.187 -0.138 -0.30
C -0.132 2.372 2.871 0.018 -0.059 -0.032 -0.19
C 1.092 4.402 -2.010 -0.022 0.152 -0.192 -0.27
C 3.305 -4.290 -0.454 -0.088 0.001 0.015 -0.08
H 2.596 -0.644 4.276 -0.023 0.042 0.113 0.05
H -0.058 2.644 1.821 -0.053 0.170 -0.120 0.05
H -0.343 2.091 -1.622 -0.031 0.071 0.202 0.08
H -2.706 -1.030 1.830 -0.170 -0.070 -0.046 0.04
H 3.178 3.859 -2.204 0.090 0.010 -0.081 0.06
H 2.673 -1.214 1.846 -0.103 -0.051 -0.048 0.07
H -0.775 -0.974 4.186 0.138 -0.020 -0.182 0.05
H 1.382 -1.911 4.537 -0.005 0.014 0.137 0.05
H 1.789 1.433 2.914 0.050 -0.083 0.004 0.06
H 3.028 -2.340 4.056 -0.010 -0.013 0.023 0.06
H 0.391 4.514 -1.181 -0.060 0.068 0.046 0.11
H 0.167 3.229 3.486 -0.052 0.030 -0.049 0.05
H -1.176 2.145 3.086 -0.111 0.061 0.007 0.05
H 0.682 0.865 4.182 0.069 -0.144 -0.155 0.05
H 2.625 3.920 -0.521 0.069 -0.100 0.165 0.07
H 1.812 -5.297 0.745 -0.090 0.036 -0.019 0.10
H 0.183 1.331 -3.130 0.075 -0.089 -0.063 0.06
H -2.581 0.305 2.973 -0.090 0.109 0.022 0.04
H 1.314 5.400 -2.411 -0.071 -0.018 0.089 0.10
H -3.165 -1.271 3.525 -0.042 -0.004 -0.009 0.06
H 4.090 -5.020 -0.280 -0.035 0.013 -0.010 0.09
H 4.496 -2.992 -1.713 0.055 0.093 -0.028 0.10
H -0.527 3.841 -3.372 0.006 -0.023 -0.071 0.11
H 1.535 -2.528 2.117 0.063 0.036 -0.035 0.04
H 1.105 3.452 -3.947 -0.025 0.042 -0.091 0.11
H -0.954 -2.277 2.992 0.081 -0.047 -0.020 0.06
```
Forces are in eV/Å.

Properties
LUMO: 0.146 Eh
frontier orbital gap: 6.45 eV
total charge: -2


Record order is preserved below.
Max |F|: 0.068, 0.074, 0.043, 0.080, 0.012, 0.062 hartree/bohr
Record order is preserved below.
Energy relative to the best compared isomer or geometry (same formula, charge and spin): 0.000, 2.131, 6.812, 0.000, 0.732, 2.438 eV
Record order is preserved below.
Calculated total energy: -23420.680, -15612.917, -6350.991, -30897.530, -8868.481, -155601.123 eV